(1)
Computed, not measured: C75H65Cl2I2N3O3P3TeW as an isolated structure, with ωB97M-V/def2-TZVPD.

```
155
Properties=species:S:1:pos:R:3
W 0.1623 -0.0008 -0.5137
Cl 1.8973 -4.3745 0.9718
C 1.5437 -4.0137 -0.6663
C 1.6740 -5.0420 -1.6281
C 1.4160 -4.8130 -2.9504
Cl 1.5922 -6.0896 -4.0924
C 1.0024 -3.5284 -3.3984
C 0.6974 -3.1552 -4.7222
C 0.3274 -1.8595 -4.9879
C 0.2247 -0.9387 -3.9344
N 0.4849 -1.2721 -2.6862
C 0.8849 -2.5311 -2.4238
C 1.1607 -2.7608 -1.0654
O 0.9496 -1.6915 -0.2614
H 1.9810 -6.0232 -1.2952
H 0.7557 -3.8905 -5.5131
H 0.0940 -1.5412 -5.9936
H -0.0634 0.0897 -4.1098
I -2.7222 4.2358 -0.5576
C -3.4236 3.4275 1.0600
I -2.0326 0.7125 0.9463
H -4.2700 2.7514 0.9831
H -2.9430 3.6248 2.0124
N 2.6586 1.8319 -0.2289
P 1.7398 1.3654 1.1197
C 3.0826 1.2066 2.3241
C 3.7226 2.3768 2.7345
C 4.7987 2.2982 3.6031
C 5.2275 1.0642 4.0771
C 4.5870 -0.0964 3.6713
C 3.5171 -0.0215 2.7916
C 0.8395 2.7951 1.7700
C 0.1882 2.6195 2.9906
C -0.4755 3.6823 3.5817
C -0.4681 4.9306 2.9677
C 0.1866 5.1061 1.7554
C 0.8302 4.0369 1.1462
P 2.2785 0.9622 -1.6221
C 2.8685 2.0466 -2.9445
C 4.2472 2.2856 -2.9421
C 4.7964 3.1576 -3.8653
C 3.9851 3.7783 -4.8070
C 2.6238 3.5212 -4.8279
C 2.0651 2.6574 -3.8963
C 3.4587 -0.4185 -1.7110
C 3.6958 -1.0183 -2.9495
C 4.4802 -2.1566 -3.0376
C 5.0406 -2.7037 -1.8906
C 4.8070 -2.1131 -0.6566
C 4.0116 -0.9802 -0.5658
H 3.4350 2.4807 -0.1902
H 3.3851 3.3474 2.3899
H 5.2953 3.2047 3.9216
H 6.0565 1.0126 4.7700
H 4.9118 -1.0601 4.0405
H 3.0056 -0.9163 2.4780
H 0.1987 1.6505 3.4764
H -0.9857 3.5372 4.5260
H -0.9507 5.7729 3.4472
H 0.2059 6.0817 1.2871
H 1.3261 4.1665 0.1935
H 4.8926 1.7872 -2.2281
H 5.8617 3.3442 -3.8573
H 4.4197 4.4571 -5.5281
H 1.9912 3.9889 -5.5704
H 1.0049 2.4661 -3.9243
H 3.2716 -0.5924 -3.8525
H 4.6592 -2.6145 -4.0017
H 5.6685 -3.5819 -1.9609
H 5.2443 -2.5352 0.2391
H 3.8467 -0.5251 0.4003
O 0.3184 -0.8612 2.4074
P -0.1541 -1.6664 3.5905
C -1.1807 -3.0704 3.1236
C -1.4001 -3.3501 1.7813
C -2.0234 -4.5342 1.4136
C -2.4787 -5.4114 2.3853
C -2.3143 -5.1077 3.7314
C -1.6479 -3.9517 4.0984
C -1.1197 -0.6367 4.7168
C -2.5079 -0.6001 4.6217
C -3.2428 0.2320 5.4533
C -2.5949 1.0315 6.3842
C -1.2089 1.0041 6.4826
C -0.4749 0.1695 5.6548
C 1.1597 -2.4033 4.5928
C 1.0056 -2.6618 5.9533
C 2.0025 -3.3191 6.6581
C 3.1630 -3.7215 6.0129
C 3.3205 -3.4788 4.6558
C 2.3201 -2.8290 3.9511
H -1.0775 -2.6449 1.0265
H -2.1330 -4.7828 0.3674
H -2.9625 -6.3353 2.0962
H -2.6921 -5.7785 4.4910
H -1.4898 -3.7385 5.1491
H -3.0166 -1.2268 3.8985
H -4.3222 0.2517 5.3790
H -3.1703 1.6660 7.0456
H -0.7026 1.6232 7.2114
H 0.6050 0.1377 5.7476
H 0.1112 -2.3426 6.4737
H 1.8697 -3.5238 7.7118
H 3.9405 -4.2301 6.5671
H 4.2195 -3.8037 4.1470
H 2.4186 -2.6663 2.8885
C -7.2225 -5.2133 -5.2896
C -6.1832 -4.3409 -4.6482
C -6.0431 -3.0092 -4.9981
C -5.0887 -2.1791 -4.4097
C -5.0068 -0.7643 -4.9161
C -4.2660 -2.7065 -3.4078
Te -2.8942 -1.4392 -2.3837
N -1.0086 0.7129 -1.9240
C -0.6744 1.9510 -2.0821
O 0.1564 2.4471 -1.2244
C -1.1737 2.8012 -3.1958
C -0.8885 4.1670 -3.2030
C -1.3145 4.9628 -4.2551
C -2.0221 4.3957 -5.3090
C -2.2975 3.0345 -5.3115
C -1.8672 2.2358 -4.2632
C -4.4167 -0.1460 -1.6697
C -4.4800 1.1544 -2.1601
C -5.4508 2.0407 -1.7184
C -6.3679 1.6269 -0.7622
C -6.2997 0.3357 -0.2645
C -5.3311 -0.5710 -0.6980
C -5.3279 -1.9478 -0.0977
C -4.3531 -4.0694 -3.0800
C -3.4377 -4.6995 -2.0674
C -5.3131 -4.8581 -3.6919
H -7.6810 -4.7205 -6.1451
H -8.0146 -5.4571 -4.5792
H -6.7889 -6.1549 -5.6271
H -6.6880 -2.5936 -5.7647
H -5.1521 -0.7509 -5.9963
H -4.0426 -0.3092 -4.6927
H -5.7802 -0.1364 -4.4686
H -0.3053 4.5883 -2.3915
H -1.0831 6.0197 -4.2641
H -2.3511 5.0146 -6.1330
H -2.8468 2.5947 -6.1335
H -2.0640 1.1689 -4.2592
H -3.7687 1.4800 -2.9036
H -5.5029 3.0389 -2.1359
H -7.1416 2.3003 -0.4142
H -7.0175 0.0127 0.4804
H -5.5980 -1.9041 0.9575
H -4.3489 -2.4201 -0.1791
H -6.0514 -2.5908 -0.6045
H -2.3854 -4.5143 -2.3014
H -3.5860 -5.7781 -2.0325
H -3.6287 -4.2986 -1.0705
H -5.3893 -5.9045 -3.4172
```

Output
Multiplicity: 2
Total charge: +2
Energy relative to the best compared isomer or geometry (same formula, charge and spin), kcal per mole: 0.0
E_HOMO (alpha / beta), eV: -11.161 / -11.177
Frontier orbital gap (alpha / beta), eV: 4.02 / 4.04

(2)
Computed, not measured: a 10-piece molecular cluster, C75H87BrF9INO4PSi overall, with ωB97M-V/def2-TZVPD.

```
180
Properties=species:S:1:pos:R:3
C -2.5210 3.0069 1.7498
C -1.5141 2.2185 2.2074
C -0.0687 2.5442 1.9584
C 0.5409 1.7218 0.7475
O -0.6048 1.3305 0.0079
C -0.5156 0.9506 -1.3447
C -1.6710 1.6169 -2.1073
C -1.4847 1.5013 -3.5963
N -0.6985 2.2059 -4.2967
C 1.4757 2.7602 0.0497
C 0.6739 3.8067 -0.7405
C 2.6347 2.2476 -0.8169
C 3.6263 3.3902 -1.1030
C 1.3067 0.4879 1.3549
C 0.4755 -0.3059 2.3660
C 1.2149 -1.4701 3.0381
O 0.2339 -2.4689 3.3648
Si 0.7324 -4.0532 3.4738
C 2.5763 -4.2569 3.6745
C -0.0823 -4.7512 5.0053
C 0.0908 -4.9625 1.9619
O 1.8729 -0.3460 0.3487
C 1.1645 -1.4671 -0.1532
C 1.6612 -1.7345 -1.5762
C 1.6093 -3.2201 -1.9186
C 0.2134 -3.8168 -1.8205
I -1.2219 -2.8569 -3.0840
P 2.8707 1.2142 2.2567
O 2.3951 1.1832 3.8278
Br 4.3479 -0.4639 2.1236
H -3.3028 2.6397 1.0912
H -2.5472 4.0576 2.0357
H -1.7478 1.3350 2.7984
H -0.0284 3.6121 1.7424
H 0.5137 2.3569 2.8628
H -0.6516 -0.1213 -1.4791
H 0.4248 1.2004 -1.8343
H -1.8016 2.6464 -1.7787
H -2.5665 1.0440 -1.8536
H -2.0807 0.7670 -4.1385
H -0.2141 2.8758 -3.6920
H 1.9466 3.3172 0.8637
H 0.4348 3.4197 -1.7311
H -0.2825 4.0239 -0.2636
H 1.2278 4.7367 -0.8389
H 3.2227 1.4612 -0.3486
H 2.3121 1.8726 -1.7896
H 3.8625 3.8698 -0.1506
H 4.5549 2.9798 -1.4997
H 3.2230 4.1276 -1.7947
H 0.1464 0.3294 3.1843
H -0.4408 -0.7023 1.9269
H 1.6687 -1.1438 3.9717
H 1.9531 -1.8804 2.3534
H 3.1380 -3.9191 2.8007
H 2.7759 -5.3251 3.7949
H 2.9706 -3.7395 4.5498
H -1.1267 -4.4445 5.0500
H 0.4427 -4.3281 5.8660
H 0.0259 -5.8340 5.0698
H 0.8790 -5.2036 1.2460
H -0.4845 -5.8465 2.2353
H -0.5991 -4.2933 1.4394
H 0.0797 -1.3507 -0.1358
H 1.3728 -2.3735 0.4318
H 2.7096 -1.4255 -1.5659
H 1.1409 -1.1249 -2.3112
H 2.2109 -3.7544 -1.1754
H 2.0270 -3.3809 -2.9118
H -0.1686 -3.8087 -0.8038
H 0.2200 -4.8561 -2.1346
H 2.5032 2.0665 4.1997
F 3.0950 6.3822 0.0061
C 3.0640 7.4376 -0.8350
C 2.1515 8.4469 -0.6058
C 2.1272 9.5281 -1.4752
C 3.0000 9.5799 -2.5534
C 3.9051 8.5485 -2.7625
C 3.9457 7.4652 -1.8963
H 1.4764 8.3812 0.2367
H 1.4229 10.3320 -1.3086
H 2.9743 10.4235 -3.2297
H 4.5838 8.5848 -3.6041
H 4.6464 6.6527 -2.0346
F 0.1279 -7.0342 -0.8856
C -0.2204 -8.1815 -0.2617
C 0.6032 -9.2813 -0.3782
C 0.2498 -10.4571 0.2671
C -0.9210 -10.5211 1.0095
C -1.7368 -9.4022 1.1115
C -1.3851 -8.2193 0.4778
H 1.5070 -9.2165 -0.9664
H 0.8929 -11.3232 0.1858
H -1.1963 -11.4405 1.5084
H -2.6511 -9.4474 1.6877
H -2.0046 -7.3357 0.5556
F -4.9312 5.2623 0.0021
C -5.4609 4.5900 -1.0454
C -6.8301 4.4500 -1.1328
C -7.3667 3.7583 -2.2112
C -6.5213 3.2136 -3.1727
C -5.1464 3.3684 -3.0596
C -4.6065 4.0661 -1.9895
H -7.4618 4.8786 -0.3661
H -8.4370 3.6440 -2.2964
H -6.9305 2.6722 -4.0092
H -4.4880 2.9429 -3.8065
H -3.5392 4.2063 -1.8814
F -4.7271 10.8079 0.7984
C -5.0549 9.8232 1.6613
C -4.7245 8.5213 1.3440
C -5.0604 7.5139 2.2373
C -5.7221 7.8192 3.4196
C -6.0470 9.1366 3.7129
C -5.7089 10.1537 2.8313
H -4.2150 8.3047 0.4146
H -4.8031 6.4899 2.0075
H -5.9837 7.0299 4.1112
H -6.5651 9.3755 4.6321
H -5.9446 11.1881 3.0417
F 3.1850 -11.5158 -1.9141
C 4.3356 -10.8149 -1.8268
C 4.2895 -9.4430 -1.9631
C 5.4701 -8.7206 -1.8676
C 6.6722 -9.3773 -1.6461
C 6.6938 -10.7593 -1.5149
C 5.5175 -11.4914 -1.6015
H 3.3442 -8.9500 -2.1429
H 5.4485 -7.6432 -1.9635
H 7.5910 -8.8117 -1.5711
H 7.6307 -11.2722 -1.3425
H 5.5099 -12.5677 -1.4951
F 3.7186 -1.4761 -4.1493
C 3.9235 -0.1857 -4.4946
C 5.1656 0.1845 -4.9691
C 5.3715 1.5093 -5.3275
C 4.3468 2.4377 -5.2018
C 3.1079 2.0400 -4.7183
C 2.8890 0.7174 -4.3625
H 5.9510 -0.5542 -5.0540
H 6.3369 1.8156 -5.7076
H 4.5136 3.4692 -5.4816
H 2.3054 2.7579 -4.6177
H 1.9261 0.3906 -3.9918
F -4.9418 5.8426 6.1671
C -3.7661 6.4416 6.4590
C -3.2179 6.2522 7.7111
C -2.0083 6.8651 8.0051
C -1.3748 7.6565 7.0566
C -1.9512 7.8329 5.8060
C -3.1569 7.2195 5.4957
H -3.7322 5.6363 8.4363
H -1.5601 6.7230 8.9795
H -0.4336 8.1348 7.2926
H -1.4629 8.4523 5.0653
H -3.6173 7.3391 4.5257
F -8.8765 1.6363 -3.5344
C -9.4084 0.9472 -4.5690
C -10.7790 0.8089 -4.6423
C -11.3179 0.1046 -5.7092
C -10.4878 -0.4523 -6.6724
C -9.1118 -0.3014 -6.5719
C -8.5604 0.4076 -5.5144
H -11.4057 1.2457 -3.8768
H -12.3907 -0.0091 -5.7869
H -10.9132 -1.0033 -7.5000
H -8.4622 -0.7376 -7.3187
H -7.4911 0.5416 -5.4203
F 8.7708 -11.0422 3.2334
C 8.1546 -9.8639 3.0042
C 7.0833 -9.8304 2.1354
C 6.4515 -8.6167 1.9058
C 6.9000 -7.4635 2.5350
C 7.9827 -7.5242 3.4022
C 8.6178 -8.7332 3.6466
H 6.7543 -10.7391 1.6494
H 5.6068 -8.5741 1.2308
H 6.4064 -6.5188 2.3499
H 8.3365 -6.6265 3.8914
H 9.4584 -8.8055 4.3232
```

Output
Energy relative to the best compared isomer or geometry (same formula, charge and spin), kcal per mole: 13.3
E_HOMO, eV: -7.955
Frontier orbital gap, eV: 8.22

Q: Which of these has the lowest energy relative to the best compared isomer or geometry (same formula, charge and spin)?
A: C75H65Cl2I2N3O3P3TeW

Q: Among the records above, which one has the highest energy relative to the best compared isomer or geometry (same formula, charge and spin)?
A: C75H87BrF9INO4PSi

Q: Number 1 is which compound?
A: C75H65Cl2I2N3O3P3TeW